Molecular formula: C23H27BClI2N10O2W
Method: DFT, ωB97M-V/def2-TZVPD

Net charge: +2
Expectation value of S²: 3.78
Multiplicity: 4
Energy relative to the best compared isomer or geometry (same formula, charge and spin) in kJ/mol: 45.2
Largest force on an atom in eV/Å: 2.68
Kohn-Sham gap (spin up / spin down) in Ha: 0.194 / 0.163

Structure (XYZ):
```
67
C23H27BClI2N10O2W (ωB97M-V/def2-TZVPD)
W 1.416 -0.442 -0.100
C -1.377 -1.190 -2.697
C -1.627 -0.361 -1.489
C -2.805 0.335 -1.226
C -2.638 0.884 0.025
N -1.426 0.550 0.479
N -0.789 -0.223 -0.444
B -0.871 0.783 1.892
N 0.336 1.720 1.768
C 0.789 2.679 2.576
C 1.884 3.274 1.987
C 2.082 2.594 0.791
C 3.127 2.895 -0.223
N 1.141 1.624 0.663
N -0.373 -0.579 2.434
C -0.503 -1.078 3.702
C 0.127 -2.287 3.771
C 0.667 -2.485 2.498
C 1.500 -3.638 2.098
N 0.333 -1.404 1.681
N -1.958 1.299 2.779
C -2.425 2.562 3.003
C -3.617 2.444 3.656
C -3.835 1.044 3.801
C -4.987 0.357 4.436
N -2.830 0.381 3.255
H -2.212 -1.879 -2.825
H -0.460 -1.769 -2.622
H -1.348 -0.552 -3.580
H -3.668 0.409 -1.864
H -3.319 1.487 0.604
H 0.300 2.901 3.512
H 2.467 4.094 2.368
H 3.452 3.926 -0.107
H 2.749 2.769 -1.236
H 4.001 2.261 -0.079
H -1.045 -0.541 4.462
H 0.213 -2.943 4.620
H 1.586 -4.320 2.941
H 2.501 -3.309 1.815
H 1.069 -4.182 1.260
H -1.896 3.441 2.671
H -4.256 3.230 4.022
H -5.442 0.989 5.195
H -4.686 -0.594 4.871
H -5.757 0.148 3.689
I -1.983 -3.429 0.400
C -1.368 -5.162 -0.503
I 1.849 -2.844 -1.272
H -1.908 -5.470 -1.385
H -0.795 -5.862 0.084
O 3.146 0.008 -0.803
N 3.379 0.305 -2.028
N 2.281 0.366 -2.677
O 1.159 0.193 -1.961
C 2.289 0.430 -4.086
C 3.332 1.108 -4.720
C 3.361 1.136 -6.098
C 2.373 0.492 -6.837
C 1.343 -0.181 -6.191
C 1.293 -0.216 -4.811
H 4.092 1.603 -4.130
H 4.150 1.668 -6.610
H 2.414 0.503 -7.918
H 0.584 -0.695 -6.765
H 0.529 -0.771 -4.291
Cl 2.888 -0.489 1.771
```

---

Molecular formula: C23H27BrN3O8Re
Method: DFT, ωB97M-V/def2-TZVPD

Net charge: +1
Expectation value of S²: 3.76
Multiplicity: 4
Energy relative to the best compared isomer or geometry (same formula, charge and spin) in kJ/mol: 79.6
Largest force on an atom in eV/Å: 1.66
Kohn-Sham gap (spin up / spin down) in Ha: 0.286 / 0.311

Structure (XYZ):
```
63
C23H27BrN3O8Re (ωB97M-V/def2-TZVPD)
Re -0.076 0.266 0.203
O 0.221 2.949 3.353
C 0.575 2.133 2.551
O -0.290 1.490 1.762
C 1.999 1.658 2.378
C 2.000 0.123 2.433
C 3.387 -0.438 2.671
C 4.097 -0.094 1.338
C 2.981 0.523 0.507
O 1.783 -0.207 1.005
C 2.629 1.939 0.960
C 1.652 2.575 -0.034
O 1.503 3.746 -0.195
O 0.968 1.634 -0.725
H 2.612 2.094 3.163
H 1.199 -0.314 3.021
H 3.853 0.019 3.541
H 3.342 -1.513 2.828
H 4.912 0.617 1.462
H 4.494 -0.986 0.857
H 3.064 0.386 -0.564
H 3.488 2.600 1.051
O -3.997 4.915 -2.157
C -3.289 3.942 -1.571
C -2.779 4.024 -0.280
C -2.062 2.961 0.216
N -1.830 1.836 -0.484
C -2.333 1.789 -1.715
Br -2.007 0.213 -2.714
C -3.066 2.785 -2.312
H -4.072 5.683 -1.577
H -2.929 4.904 0.332
H -1.657 2.986 1.216
H -3.454 2.690 -3.315
C -3.846 -1.006 0.490
C -2.670 -1.121 1.443
C -2.526 -2.536 1.979
C -2.767 -0.113 2.572
O -1.476 -0.873 0.654
H -4.767 -1.281 1.006
H -3.715 -1.669 -0.365
H -3.948 0.017 0.127
H -3.411 -2.809 2.554
H -1.657 -2.613 2.636
H -2.418 -3.250 1.162
H -3.637 -0.352 3.185
H -2.884 0.899 2.188
H -1.881 -0.137 3.206
N 2.573 -4.070 -4.885
C 2.512 -4.214 -3.543
O 3.008 -5.130 -2.928
C 1.781 -3.128 -2.786
C 1.829 -1.787 -3.140
C 1.212 -0.856 -2.328
N 0.555 -1.212 -1.213
C 0.481 -2.513 -0.885
C 1.093 -3.491 -1.637
H 3.037 -4.789 -5.416
H 2.044 -3.373 -5.377
H 2.361 -1.448 -4.019
H 1.234 0.201 -2.553
H -0.088 -2.744 0.005
H 1.049 -4.527 -1.334
```

---

Molecular formula: C23H27BrN5O2SSe2Te2Ti
Method: DFT, ωB97M-V/def2-TZVPD

Expectation value of S²: 0.76
Multiplicity: 2
Energy relative to the best compared isomer or geometry (same formula, charge and spin) in kJ/mol: 52.9
Largest force on an atom in eV/Å: 1.56
Kohn-Sham gap (spin up / spin down) in Ha: 0.226 / 0.228

Structure (XYZ):
```
64
C23H27BrN5O2SSe2Te2Ti (ωB97M-V/def2-TZVPD)
Ti -0.548 -0.450 -0.380
C 0.303 1.690 -3.928
C 0.662 0.219 -3.778
N 1.011 -0.199 -2.406
C 2.339 0.247 -1.978
C 2.411 1.662 -1.366
S 0.915 2.291 -0.559
C 0.441 3.692 -1.612
C -0.718 3.463 -2.606
N -0.782 2.098 -3.059
H 0.083 1.867 -4.989
H 1.180 2.304 -3.705
H 1.505 0.002 -4.446
H -0.181 -0.390 -4.098
H 1.025 -1.213 -2.411
H 3.041 0.223 -2.822
H 2.704 -0.475 -1.253
H 2.691 2.396 -2.120
H 3.202 1.667 -0.617
H 1.346 4.009 -2.130
H 0.177 4.500 -0.930
H -0.593 4.198 -3.416
H -1.668 3.695 -2.125
H -1.696 1.863 -3.431
N -1.712 -0.291 2.663
C -2.020 0.874 1.974
C -2.467 1.971 2.708
C -2.903 3.081 2.018
C -2.892 3.075 0.627
C -2.371 1.976 -0.013
N -1.904 0.906 0.652
C -1.759 -1.596 2.203
C -2.018 -2.604 3.143
C -2.120 -3.899 2.708
C -1.971 -4.179 1.349
C -1.698 -3.141 0.500
N -1.570 -1.864 0.918
H -1.888 -0.217 3.650
H -2.515 1.922 3.787
H -3.281 3.937 2.562
H -3.293 3.890 0.042
H -2.321 1.902 -1.090
H -2.162 -2.343 4.183
H -2.335 -4.692 3.412
H -2.067 -5.182 0.961
H -1.570 -3.290 -0.562
Se -4.891 -0.504 0.628
Te -4.661 1.651 -3.045
Te -4.606 -0.715 -1.793
Se -2.018 -0.933 -2.235
Br 5.044 -5.061 1.452
C 4.259 -3.417 1.939
C 4.782 -2.699 3.005
C 4.208 -1.489 3.368
C 3.116 -0.997 2.669
C 2.607 -1.729 1.606
C 3.169 -2.942 1.229
C 1.437 -1.205 0.844
O 0.998 -1.848 -0.161
O 0.879 -0.131 1.183
H 5.634 -3.089 3.546
H 4.620 -0.933 4.199
H 2.654 -0.056 2.935
H 2.756 -3.499 0.401
```

---

Molecular formula: C23H27ClILaOPSb
Method: DFT, ωB97M-V/def2-TZVPD

Net charge: +2
Largest force on an atom in eV/Å: 2.53
Kohn-Sham gap in Ha: 0.257

Structure (XYZ):
```
56
C23H27ClILaOPSb (ωB97M-V/def2-TZVPD)
C -1.171 1.946 -2.917
I -1.428 -0.994 -3.234
H -0.084 1.790 -2.877
H -1.586 1.821 -1.888
H -1.393 2.956 -3.304
La 2.390 -0.157 -0.081
P 3.031 1.455 -2.664
C 2.277 1.308 -4.340
C 3.436 3.265 -2.799
H 5.398 0.886 -2.283
H 5.031 1.408 -3.955
H 4.589 -0.255 -3.427
C 4.699 0.789 -3.110
H 3.895 3.643 -1.880
H 4.155 3.458 -3.609
H 2.952 1.696 -5.122
H 1.336 1.867 -4.399
H 2.535 3.850 -3.022
H 2.091 0.247 -4.532
C -1.781 1.005 -3.885
O -2.420 1.166 -4.884
Cl 4.456 1.149 0.591
C -5.191 -1.584 0.360
C -4.814 -0.255 0.103
C -3.479 0.123 0.205
C -2.523 -0.857 0.522
C -2.875 -2.167 0.861
C -4.224 -2.531 0.752
Sb -0.556 -0.016 0.595
C -0.724 0.834 2.571
C 0.009 2.005 2.824
C -0.221 2.689 4.028
C -1.150 2.180 4.959
C -1.841 0.985 4.690
C -1.614 0.293 3.495
C 0.778 -2.002 1.156
C 1.314 -2.131 2.445
C 1.718 -3.412 2.874
C 1.585 -4.512 2.015
C 1.031 -4.362 0.738
C 0.619 -3.088 0.297
H -6.240 -1.875 0.270
H -5.548 0.503 -0.172
H -3.185 1.169 0.058
H -2.121 -2.885 1.218
H -4.518 -3.551 0.988
H 0.739 2.399 2.106
H 0.325 3.620 4.232
H -1.339 2.733 5.889
H -2.567 0.598 5.411
H -2.146 -0.645 3.299
H 1.350 -1.273 3.140
H 2.120 -3.560 3.882
H 1.882 -5.515 2.370
H 0.863 -5.240 0.116
H 0.134 -2.969 -0.677
```

---

Molecular formula: C23H27ClN4O
Method: DFT, ωB97M-V/def2-TZVPD

Energy relative to the best compared isomer or geometry (same formula, charge and spin) in kJ/mol: 71.2
Largest force on an atom in eV/Å: 0.27
SMILES: C=C(C)CNC(=O)[C@@H](c1cccn2ccnc12)N(CC(C)C)c1ccc(Cl)cc1
Kohn-Sham gap in Ha: 0.324

Structure (XYZ):
```
56
C23H27ClN4O (ωB97M-V/def2-TZVPD)
C -5.065 -0.933 -2.979
C -3.744 -1.034 -2.884
C -2.988 -2.262 -3.309
C -2.915 0.121 -2.378
N -2.085 -0.260 -1.242
C -2.062 0.462 -0.111
O -2.643 1.529 0.025
C -1.226 -0.070 1.071
C -1.982 -1.075 1.928
C -2.155 -0.828 3.260
C -2.835 -1.741 4.118
C -3.332 -2.894 3.614
N -3.168 -3.161 2.279
C -3.564 -4.250 1.536
C -3.140 -3.995 0.262
N -2.493 -2.800 0.180
C -2.519 -2.298 1.405
N 0.174 -0.409 0.755
C 1.072 -0.118 1.880
C 1.273 1.377 2.150
C 1.680 2.125 0.885
C 2.324 1.532 3.249
C 0.450 -1.696 0.187
C 0.595 -2.838 0.971
C 0.871 -4.066 0.394
C 1.006 -4.148 -0.983
Cl 1.331 -5.691 -1.718
C 0.901 -3.022 -1.783
C 0.639 -1.796 -1.186
H -5.586 -0.040 -2.658
H -5.664 -1.741 -3.380
H -2.503 -2.742 -2.455
H -3.653 -2.992 -3.770
H -2.203 -2.008 -4.026
H -2.274 0.476 -3.192
H -3.540 0.950 -2.053
H -1.777 -1.219 -1.181
H -1.157 0.827 1.684
H -1.776 0.097 3.678
H -2.960 -1.522 5.167
H -3.858 -3.639 4.192
H -4.101 -5.071 1.977
H -3.269 -4.621 -0.606
H 0.748 -0.609 2.809
H 2.045 -0.544 1.621
H 0.339 1.809 2.525
H 2.602 1.701 0.478
H 0.912 2.053 0.116
H 1.860 3.179 1.100
H 3.288 1.142 2.913
H 2.463 2.581 3.513
H 2.041 0.991 4.155
H 0.478 -2.769 2.046
H 0.970 -4.956 1.000
H 1.036 -3.104 -2.852
H 0.564 -0.897 -1.783
```

---

Molecular formula: C23H27ClN4O
Method: DFT, ωB97M-V/def2-TZVPD

Energy relative to the best compared isomer or geometry (same formula, charge and spin) in kJ/mol: 76.8
Largest force on an atom in eV/Å: 0.32
SMILES: C=C(C)CNC(=O)[C@@H](c1cccn2ccnc12)N(CC(C)C)c1ccc(Cl)cc1
Kohn-Sham gap in Ha: 0.312

Structure (XYZ):
```
56
C23H27ClN4O (ωB97M-V/def2-TZVPD)
C -3.566 -0.352 -2.752
C -2.657 -1.283 -3.020
C -3.004 -2.732 -3.179
C -1.223 -0.876 -3.291
N -0.319 -0.785 -2.140
C -0.506 -1.369 -0.946
O -1.345 -2.223 -0.708
C 0.428 -0.960 0.216
C 1.855 -0.481 -0.022
C 2.846 -1.055 0.723
C 4.183 -0.570 0.725
C 4.507 0.508 -0.020
N 3.536 1.093 -0.789
C 3.615 2.170 -1.643
C 2.369 2.295 -2.186
N 1.522 1.348 -1.700
C 2.230 0.628 -0.844
N -0.301 -0.083 1.146
C 0.096 -0.225 2.541
C -0.330 -1.555 3.164
C -1.822 -1.802 2.974
C 0.058 -1.554 4.640
C -0.508 1.251 0.696
C 0.274 2.313 1.138
C 0.083 3.590 0.634
C -0.895 3.798 -0.323
Cl -1.121 5.394 -0.983
C -1.706 2.761 -0.755
C -1.517 1.493 -0.231
H -3.300 0.698 -2.698
H -4.603 -0.608 -2.576
H -2.393 -3.343 -2.517
H -4.055 -2.911 -2.952
H -2.816 -3.051 -4.208
H -0.796 -1.574 -4.019
H -1.215 0.112 -3.753
H 0.289 0.033 -2.150
H 0.534 -1.909 0.738
H 2.602 -1.901 1.354
H 4.940 -1.046 1.330
H 5.490 0.953 -0.064
H 4.529 2.718 -1.784
H 2.040 3.026 -2.906
H 1.180 -0.086 2.689
H -0.400 0.578 3.092
H 0.217 -2.372 2.679
H -2.398 -0.976 3.402
H -2.076 -1.886 1.918
H -2.125 -2.721 3.480
H -0.496 -0.782 5.181
H -0.171 -2.514 5.103
H 1.124 -1.359 4.777
H 1.057 2.142 1.867
H 0.697 4.416 0.967
H -2.485 2.951 -1.480
H -2.154 0.672 -0.536
```

---

Molecular formula: C23H27CsI2N4O5S3
Method: DFT, ωB97M-V/def2-TZVPD

Net charge: -2
Energy relative to the best compared isomer or geometry (same formula, charge and spin) in kJ/mol: 209.5
Largest force on an atom in eV/Å: 1.79
Kohn-Sham gap in Ha: 0.154

Structure (XYZ):
```
65
C23H27CsI2N4O5S3 (ωB97M-V/def2-TZVPD)
Cs 0.418 -1.477 -0.443
C -4.258 1.004 1.143
N -3.659 0.625 -0.110
C -4.064 -0.657 -0.635
C -2.623 1.367 -0.585
O -2.269 2.394 -0.035
C -1.966 0.823 -1.834
O -0.872 1.614 -2.213
C -0.474 1.356 -3.541
C 0.145 -0.049 -3.756
O 0.593 -0.570 -2.708
N 1.032 -0.020 -4.870
C 1.891 -1.174 -5.017
C 0.500 0.400 -6.145
H -5.325 1.205 1.013
H -3.759 1.905 1.501
H -4.138 0.206 1.886
H -5.132 -0.780 -0.450
H -3.532 -1.481 -0.146
H -3.897 -0.738 -1.706
H -2.708 0.778 -2.647
H -1.652 -0.209 -1.662
H 0.315 2.084 -3.752
H -1.328 1.535 -4.208
H 2.302 -1.436 -4.048
H 2.702 -0.907 -5.697
H 1.364 -2.040 -5.424
H -0.228 1.195 -6.017
H 0.005 -0.423 -6.674
H 1.320 0.784 -6.756
I 0.104 -2.626 8.070
C 0.341 -2.405 5.999
C -0.760 -2.498 5.166
C -0.581 -2.358 3.812
I -2.210 -2.433 2.502
C 0.683 -2.143 3.203
O 0.826 -2.061 1.954
C 1.779 -2.008 4.114
C 3.119 -1.621 3.533
N 3.127 -0.354 2.819
C 2.621 0.759 3.583
C 1.998 1.813 2.701
C 1.885 3.129 3.146
C 1.209 4.042 2.359
C 0.680 3.616 1.152
C 0.874 2.296 0.782
N 1.512 1.419 1.531
C 1.595 -2.143 5.469
H -1.747 -2.672 5.570
H 3.442 -2.382 2.813
H 3.870 -1.584 4.337
H 2.527 -0.448 2.000
H 3.425 1.215 4.180
H 1.830 0.447 4.302
H 2.309 3.415 4.101
H 1.091 5.068 2.685
H 0.118 4.269 0.507
H 0.478 1.940 -0.154
H 2.447 -2.031 6.128
S -1.119 -3.287 -6.342
C -1.095 -2.780 -4.740
S -1.657 -1.120 -4.418
S -0.540 -3.705 -3.458
O 2.699 1.437 -2.217
C 2.414 0.484 -1.654
```

---

Molecular formula: C23H27CsI2N4O5S3
Method: DFT, ωB97M-V/def2-TZVPD

Net charge: -2
Energy relative to the best compared isomer or geometry (same formula, charge and spin) in kJ/mol: 18.6
Largest force on an atom in eV/Å: 0.18
Kohn-Sham gap in Ha: 0.152

Structure (XYZ):
```
65
C23H27CsI2N4O5S3 (ωB97M-V/def2-TZVPD)
Cs -0.018 -0.904 0.170
C 2.350 3.125 3.301
N 1.067 3.011 2.614
C 0.768 4.053 1.658
C 0.351 1.856 2.563
O -0.603 1.703 1.809
C 0.812 0.784 3.525
O 0.110 -0.421 3.313
C 0.742 -1.453 4.047
C 0.645 -2.767 3.298
O -0.149 -2.937 2.380
N 1.458 -3.759 3.752
C 2.578 -3.468 4.640
C 1.612 -4.929 2.912
H 2.501 4.175 3.563
H 3.183 2.784 2.677
H 2.373 2.540 4.216
H 1.500 4.059 0.843
H 0.800 5.027 2.154
H -0.222 3.884 1.245
H 0.663 1.148 4.553
H 1.886 0.615 3.399
H 0.258 -1.569 5.030
H 1.797 -1.213 4.207
H 2.243 -2.946 5.536
H 3.334 -2.850 4.145
H 3.015 -4.417 4.952
H 0.702 -5.082 2.339
H 1.806 -5.803 3.536
H 2.448 -4.795 2.216
I -6.801 -4.061 -5.058
C -5.303 -3.277 -3.817
C -4.001 -3.740 -3.932
C -3.028 -3.207 -3.110
I -1.052 -3.875 -3.269
C -3.277 -2.199 -2.126
O -2.376 -1.700 -1.395
C -4.648 -1.768 -2.053
C -5.007 -0.738 -1.005
N -4.185 0.467 -0.951
C -3.982 1.099 -2.245
C -3.002 2.228 -2.080
C -3.350 3.550 -2.335
C -2.409 4.548 -2.136
C -1.152 4.196 -1.677
C -0.894 2.852 -1.444
N -1.784 1.888 -1.649
C -5.615 -2.292 -2.884
H -3.745 -4.503 -4.654
H -4.934 -1.198 -0.015
H -6.055 -0.446 -1.147
H -3.260 0.186 -0.638
H -4.936 1.482 -2.622
H -3.583 0.401 -2.997
H -4.352 3.784 -2.674
H -2.658 5.585 -2.328
H -0.384 4.936 -1.493
H 0.073 2.538 -1.068
H -6.634 -1.930 -2.800
S 4.237 -0.091 4.254
C 4.186 -0.110 2.526
S 5.065 1.042 1.622
S 3.207 -1.295 1.720
O 2.245 1.601 -0.247
C 3.265 1.892 -0.645
```

---

| no. | energy (Eh) |
| --- | --- |
| 1 | -2737.638671 |
| 2 | -4311.008539 |
| 3 | -10477.645048 |
| 4 | -2338.394476 |
| 5 | -1647.100548 |
| 6 | -1647.098417 |
| 7 | -3298.004658 |
| 8 | -3298.077341 |